Record 1
A cluster of 2 separate species, C26H32O4 in total in a non-equilibrium geometry, computed with ωB97M-V with the def2-TZVPD basis set.

frontier orbital gap = 3.23 eV

Each line ends with the Löwdin charge.
Atoms and positions in Å:
O: -0.1162 0.1316 3.6936  0.05
O: -3.2013 4.1431 3.8531  -0.07
O: -0.5253 -2.4497 2.7787  -0.01
O: 2.0365 0.7666 3.4812  -0.05
C: -0.9566 2.8866 1.2270  -0.02
C: 2.9658 -3.5696 0.6312  -0.20
C: 0.9280 0.0522 -3.0289  -0.02
C: 0.6763 2.4470 -2.7563  -0.03
C: -0.8482 0.5963 0.1980  0.12
C: -1.6393 3.8177 2.0023  0.01
C: 1.3735 -3.9370 2.6854  -0.13
C: 3.0972 -1.5685 2.9329  -0.17
C: -2.9381 5.5646 3.9318  -0.04
C: -0.1544 2.2354 -1.6575  0.00
C: 2.7163 2.9849 3.9653  -0.08
C: -3.0664 2.0028 2.8444  0.03
C: -1.3822 1.5283 1.1382  -0.20
C: 3.6798 -1.2668 1.5449  -0.20
C: 0.2090 -0.1629 -1.8657  -0.01
C: -0.2615 0.9216 -1.0649  -0.18
C: -2.4332 1.1171 2.0074  0.01
C: 1.6010 -1.4334 2.9601  -0.11
C: -2.6489 3.3680 2.8882  -0.23
C: 1.2355 1.3624 -3.4530  -0.25
C: 2.1437 1.6000 -4.6236  -0.05
C: 1.0354 -0.1514 3.4022  -0.47
C: 1.5422 2.0493 3.8934  -0.24
C: 0.7032 -2.5490 2.8299  -0.42
C: 2.9133 -2.0345 0.4666  -0.22
C: 1.7303 -4.2555 1.2274  -0.21
H: -3.8646 1.6884 3.5190  0.13
H: 1.8807 -5.3461 1.1637  0.10
H: 4.7530 -1.5155 1.5298  0.11
H: -0.1182 3.2002 0.6152  0.11
H: -3.5854 5.9136 4.7423  0.10
H: -0.7466 3.0648 -1.2732  0.11
H: 3.5918 -0.1858 1.3558  0.11
H: -1.8861 5.7619 4.1793  0.10
H: 3.4121 2.6832 4.7521  0.08
H: 1.2994 -0.7954 -3.6147  0.12
H: 0.8133 2.3723 3.1406  0.10
H: -0.0537 -1.1813 -1.5559  0.13
H: 1.6571 1.3597 -5.5790  0.09
H: -2.7722 0.0798 1.9673  0.14
H: 0.8501 -4.0233 0.6065  0.11
H: -3.2128 6.0702 2.9981  0.10
H: 0.9045 3.4678 -3.0901  0.12
H: 1.8698 -1.6898 0.4643  0.09
H: 2.2446 -4.0410 3.3533  0.10
H: 3.0374 0.9650 -4.5653  0.09
H: 3.0755 -3.9955 -0.3774  0.10
H: 3.5167 -0.8789 3.6824  0.11
H: -1.3609 4.8759 1.9646  0.11
H: 2.3759 3.9933 4.2016  0.07
H: 3.3248 -1.7661 -0.5180  0.10
H: 3.3556 -2.5962 3.2262  0.09
H: 2.4625 2.6496 -4.6661  0.08
H: 1.0262 1.9578 4.8602  0.13
H: 0.6159 -4.6623 3.0079  0.11
H: 3.2496 3.0303 3.0122  0.08
H: -1.0148 -0.4688 0.4001  0.14
H: 3.8598 -3.8664 1.2009  0.11

Record 2
A structure of composition C14H20AuCl2N2O2Te, computed with ωB97M-V with the def2-TZVPD basis set.

frontier orbital gap = 6.68 eV
charge = -1

Each line ends with the Löwdin charge.
Atoms and positions in Å:
Au: -0.0524 0.0429 0.8632  0.31
Te: 0.8715 -1.5916 -0.8203  0.90
Cl: -2.3817 2.9914 0.3945  0.49
Cl: -3.0228 4.9251 2.5133  0.47
O: 1.4613 -4.4407 3.1641  -0.11
O: 1.0611 -2.7214 1.7667  -0.36
N: -0.3532 -0.7985 5.0807  -0.20
N: -0.5821 1.1363 3.5565  0.12
C: 1.5318 0.8652 -4.4318  -0.04
C: 1.7037 0.0487 -3.3190  -0.33
C: -2.4577 3.2813 2.1350  -1.05
C: 0.5863 -0.3608 -2.5708  -0.52
C: 0.2759 1.2969 -4.8373  -0.29
C: -1.9377 -0.3661 -2.2606  -0.12
C: 0.1169 2.1827 -6.0446  -0.07
C: -0.4532 0.2270 4.2676  -0.31
C: 1.4074 -3.9003 2.0462  -0.64
C: -0.6886 0.0468 -2.9883  -0.33
C: 3.1042 -0.3651 -2.9483  -0.12
C: 0.3926 -2.0012 4.6867  -0.03
C: -0.8205 0.8716 -4.1059  -0.04
C: -0.6921 -0.6240 6.4808  -0.06
H: -1.4717 3.1437 2.5553  -0.02
H: 3.2027 -1.4501 -2.8956  0.06
H: 1.7118 -4.5263 1.1674  0.10
H: -0.9001 2.5694 -6.1161  0.07
H: -1.8144 1.1895 -4.4074  0.10
H: -0.1784 -2.8852 4.9661  0.09
H: 3.3751 0.0140 -1.9614  0.06
H: 1.3615 -2.0300 5.1907  0.09
H: -3.1577 2.5782 2.5676  0.02
H: 0.2104 -0.5767 7.0978  0.09
H: 2.4075 1.1762 -4.9949  0.11
H: 0.5557 -2.0345 3.6078  0.05
H: -1.2953 -1.4698 6.8146  0.09
H: -1.2624 0.2926 6.6157  0.09
H: 0.3321 1.6379 -6.9674  0.07
H: 0.7994 3.0338 -6.0032  0.07
H: -1.9467 -1.4398 -2.0705  0.05
H: -1.9944 0.1129 -1.2792  0.02
H: -2.8254 -0.0924 -2.8335  0.07
H: 3.8196 0.0105 -3.6819  0.06